The following is a quantum chemistry calculation of C7H26N2OP2Pr as an isolated structure at a distorted geometry, from OMol25.

Values from the calculation:
Net charge = +1
2S+1 = 3
HOMO energy (alpha / beta) = -9.98 / -10.27 eV
Largest force on an atom = 5.307 eV/A

Atoms and positions in Å:
Pr  0.11  0.00  0.10
H  1.44  -0.15  3.08
H  1.69  -0.81  2.83
P  -0.67  2.37  0.68
P  1.00  -2.10  -1.05
C  -0.17  -3.41  -1.09
H  0.29  -4.22  -1.67
H  -0.40  -3.77  -0.08
H  -1.12  -3.12  -1.57
C  1.48  -1.72  -2.72
H  2.25  -0.93  -2.75
H  1.88  -2.65  -3.13
H  0.62  -1.38  -3.33
C  2.43  -2.63  -0.17
H  2.17  -2.97  0.85
H  2.84  -3.46  -0.74
H  3.19  -1.83  -0.08
C  -0.62  3.39  -0.78
H  -0.90  4.39  -0.44
H  0.39  3.41  -1.22
H  -1.32  3.04  -1.55
C  -2.30  2.42  1.34
H  -2.36  1.89  2.30
H  -2.53  3.48  1.49
H  -3.05  1.98  0.67
C  0.46  3.02  1.85
H  1.51  2.97  1.51
H  0.18  4.06  2.00
H  0.40  2.49  2.81
H  1.47  0.83  -0.64
H  -0.91  0.21  -1.42
N  -3.60  -2.01  -0.08
C  -2.85  -1.44  0.87
N  -3.21  -1.43  2.16
O  -1.83  -0.93  0.57
H  -4.46  -2.45  0.16
H  -3.30  -2.00  -1.05
H  -2.62  -0.99  2.85
H  -4.06  -1.86  2.44